[1]
Here is C16H10O3 in the gas phase in a non-equilibrium geometry from the OMol25 dataset. Energies are from wB97M-V/def2-TZVPD.

The geometry in XYZ format:
```
29
Properties=species:S:1:pos:R:3:forces:R:3:mulliken_charge:R:1
O -0.65345 0.14041 -2.84035 -1.2235 1.1509 1.8827 -0.5964
C -0.84033 0.54189 -1.68760 1.9367 -1.7813 -2.8613 0.5115
O -2.07701 0.84854 -1.23057 -0.0887 0.0597 -0.3997 -0.4164
C -2.44096 0.25839 -0.03782 0.4535 0.3250 1.9391 0.3269
C -3.33093 -0.79616 -0.01732 -0.4084 -0.1181 -0.8832 -0.3285
C -3.72877 -1.38288 1.17254 0.7148 0.5434 0.1414 -0.6207
C -3.17472 -0.93585 2.35985 0.0836 0.2686 0.2166 -0.4342
C -2.20954 0.09432 2.37143 -0.4883 -0.5015 -0.9392 -0.9761
C -1.85327 0.73558 1.16449 -0.9227 -1.1210 0.3906 0.8562
C -0.78227 1.78674 1.11803 0.7110 0.1728 0.4472 -0.9529
C 0.39671 1.16711 0.42136 0.7191 -0.2555 -0.8832 0.5471
O 1.68150 1.06882 0.98801 -1.3941 0.1995 -1.1077 -0.4598
C 2.44458 0.45455 0.00427 1.1922 -0.7112 -0.3624 -0.0844
C 3.81717 0.10865 0.04916 0.1097 -0.1986 0.4737 -0.8059
C 4.40268 -0.59790 -1.03105 -1.6755 0.5896 -0.2129 -0.4469
C 3.59859 -0.94266 -2.14859 -1.1321 1.1023 1.3336 -0.6680
C 2.22816 -0.55524 -2.18049 1.4912 -1.1116 -0.1819 -0.2512
C 1.66416 0.12857 -1.10445 0.7782 -0.2989 -0.5978 0.6150
C 0.34683 0.60005 -0.83250 -0.6645 1.1024 2.0932 0.3573
H -3.74818 -1.18715 -0.94638 0.2409 0.3044 0.0835 0.4327
H -4.40298 -2.21653 1.14722 -0.2992 -0.1475 0.0839 0.3952
H -3.53510 -1.40352 3.27527 0.4291 0.1808 -0.0149 0.3625
H -1.69930 0.30945 3.30535 -0.1308 0.3392 -0.1448 0.3504
H -0.47775 2.05901 2.13559 -0.1940 0.0700 -0.1981 0.3877
H -1.13966 2.70041 0.59323 0.3615 -0.5609 0.2212 0.2809
H 4.41371 0.31222 0.95582 -0.4046 0.0288 -0.6184 0.3612
H 5.44963 -0.87755 -1.06594 -0.0959 0.1196 0.4095 0.3857
H 4.04348 -1.50818 -2.94635 -0.0746 -0.0847 -0.2897 0.4055
H 1.60701 -0.91110 -2.99221 -0.0247 0.3338 -0.0207 0.4657
```
Positions in Å, forces in eV/Å.

Properties
ΔE to the lowest compared entry with this formula, charge and spin   1.42 kcal per mole
2S+1   1


[2]
Here is 8 unconnected molecules or ions with the total composition C5H26NO8 in a non-equilibrium geometry from the OMol25 dataset. Energies are from wB97M-V/def2-TZVPD.

The geometry in XYZ format:
```
40
Properties=species:S:1:pos:R:3:forces:R:3:mulliken_charge:R:1
C -1.57563 -1.05404 -0.56238 0.6828 -0.0604 1.0626 -1.7169
N -1.55991 -1.03944 0.89807 -0.3167 0.5218 0.8204 0.2092
C -2.35466 -2.10165 1.47994 -1.0109 -0.5286 0.1940 -1.1746
C -3.35338 0.70986 0.99132 -0.0891 -1.5056 1.1822 -1.3607
C -1.96954 0.23518 1.51377 -0.1060 1.2978 -1.3956 -0.0778
C -1.00654 1.43717 1.33520 0.2738 -0.8976 0.1466 -0.5828
O -0.75639 1.88333 0.03251 0.0234 0.0364 -0.1397 -0.5883
H -2.59868 -1.16257 -0.94514 0.1326 -0.1271 -0.3313 0.5627
H -0.87441 -1.83124 -0.85685 -0.5497 -0.3627 -0.4698 0.3818
H -1.09364 -0.14575 -0.87934 -0.2828 0.3226 -0.4319 0.7807
H -1.81133 -2.86814 2.02888 0.4852 -0.1738 -0.3389 0.3013
H -3.09517 -1.76636 2.21846 0.2692 0.4659 0.0336 0.3866
H -3.02328 -2.57030 0.74439 0.3961 -0.2471 -0.1803 0.3423
H -3.78523 1.53721 1.55277 0.4187 0.4574 -0.3058 0.4688
H -3.28216 0.85342 -0.07908 -0.2330 0.4080 -0.0667 0.3005
H -4.05405 -0.10133 1.22580 -0.1444 -0.0378 -0.5113 0.3622
H -1.95498 0.04985 2.57698 -0.3006 0.0451 0.4560 0.5433
H -1.50146 2.25738 1.84488 0.0120 0.2316 0.4231 0.4152
H -0.10062 1.15024 1.89188 0.2032 0.2495 -0.2451 0.0341
H 2.42975 -1.52632 2.13887 -0.0745 0.4337 -0.0295 0.4284
H 2.85390 -0.26389 2.88828 0.0026 0.0306 -0.1432 0.2772
O 2.64511 -1.18876 3.03331 0.0617 -0.3313 0.2427 -0.6902
H -1.00377 -0.95930 -3.65593 0.3111 0.2684 -0.2368 0.3480
H -2.35637 -1.01799 -3.10966 -0.5046 0.0476 0.1919 0.3436
O -1.92023 -0.78878 -3.92966 0.3363 -0.2607 0.0865 -0.6707
H 1.58598 3.50496 0.79228 -0.0557 -0.0233 0.0108 0.3387
H 1.66708 2.30097 1.69175 0.0286 -0.2007 -0.1545 0.3280
O 2.20590 3.02038 1.34795 0.0424 0.4250 0.1850 -0.6869
H 0.99577 -1.33366 0.22682 -0.0759 -0.9214 0.5309 0.4073
H 1.98409 -0.37060 -0.00454 0.8999 -0.5555 0.5223 0.4249
O 1.95876 -1.35854 0.35879 -0.7136 1.1311 -0.8511 -0.9401
H 1.10981 -0.07647 -2.13696 -0.2930 -0.0371 0.1108 0.2728
H 1.41482 -1.53628 -2.29119 -0.0951 -0.1123 -0.0326 0.2667
O 0.72490 -0.90195 -2.51050 0.2133 0.0770 -0.2329 -0.5706
H 3.04849 0.79011 -1.80616 -0.1258 -1.5129 0.3657 0.3142
H 3.72053 -0.66772 -2.25794 -0.4460 -0.0136 0.9690 0.2738
O 3.56328 0.25256 -2.43959 0.8465 1.2230 -1.4783 -0.6480
H 0.11744 1.51937 -0.30928 0.0141 -0.2132 0.2930 0.3800
H 2.05583 1.78454 -0.60784 0.1378 0.0013 0.4111 0.1746
O 1.61220 0.93307 -0.60893 -0.3737 0.4490 -0.6628 -0.9593
```
Positions in Å, forces in eV/Å.

Properties
Net charge   -1
ΔE to the lowest compared entry with this formula, charge and spin   36.40 kcal per mole
2S+1   1


[3]
Here is 2 unconnected molecules or ions with the total composition C8H11NO2 in a non-equilibrium geometry from the OMol25 dataset. Energies are from wB97M-V/def2-TZVPD.

The geometry in XYZ format:
```
22
Properties=species:S:1:pos:R:3:forces:R:3:mulliken_charge:R:1
C -0.17719 1.86771 1.22181 1.3287 -1.1139 -0.6050 0.1432
C 0.68352 1.11987 0.79962 -0.9378 1.3491 0.4944 -0.2709
C 1.73710 0.26231 0.33022 -0.1236 -0.4953 -0.3272 0.3980
C 2.15336 -0.89379 1.19067 -0.3454 -0.4805 0.0813 -1.1887
N 2.18411 0.47380 -0.85045 0.3541 0.4701 0.0375 -0.4741
O 3.19521 -0.43308 -1.18344 0.0303 0.0143 0.1646 -0.3986
H -0.98752 2.50205 1.49602 0.0680 0.0037 0.0646 0.4678
H 1.84326 -1.84535 0.68043 0.5236 0.7715 0.5172 0.2862
H 1.63028 -0.81598 2.14894 0.1417 -0.1460 -0.1763 0.3149
H 3.23251 -0.87876 1.37414 -0.1929 -0.1809 -0.2006 0.4235
H 3.69992 -0.00002 -1.89102 -0.5249 -0.0604 0.1812 0.3633
O -2.39459 1.68807 -0.78216 0.1482 0.2876 -0.0496 -0.5123
C -1.85118 0.61781 -0.72718 -0.6405 -0.1088 -0.9366 -0.4004
C -2.17097 -0.42820 0.24477 0.1024 0.1737 0.6856 0.3778
C -1.18125 -1.55025 0.23535 0.4699 -0.2753 0.0276 -0.5326
C -2.56903 -1.79704 -0.23740 -0.4966 -0.6805 -0.3218 -0.5203
H -1.07969 0.28937 -1.47398 -0.2380 0.3653 0.0937 0.2796
H -2.57783 -0.08124 1.20067 0.1983 -0.1593 -0.4009 0.3413
H -0.87655 -1.85247 1.22130 0.0648 -0.5130 0.0490 0.1967
H -0.39762 -1.56367 -0.53176 -0.2551 0.2756 0.4224 0.2131
H -2.72249 -1.89370 -1.33588 0.0477 -0.1871 1.0682 0.2462
H -3.20418 -2.40733 0.44182 0.2771 0.6903 -0.8691 0.2463
```
Positions in Å, forces in eV/Å.

Properties
ΔE to the lowest compared entry with this formula, charge and spin   129.98 kcal per mole
2S+1   1


[4]
Here is C8H6O2 in the gas phase in a non-equilibrium geometry from the OMol25 dataset. Energies are from wB97M-V/def2-TZVPD.

The geometry in XYZ format:
```
16
Properties=species:S:1:pos:R:3:forces:R:3:mulliken_charge:R:1
O 3.37716 -0.90096 0.07151 -3.2809 -2.5641 -0.1067 -0.5349
C 2.24706 -1.47718 -0.01919 3.1558 3.1475 -0.2070 -0.1174
C 1.01229 -0.56668 -0.03914 2.0267 0.2857 -0.1323 0.4766
C 1.39700 0.82045 -0.15346 4.4932 -3.2028 -0.3091 -0.3439
C 0.47984 1.77798 -0.07889 -2.0729 0.3165 1.2363 -0.5269
C -0.85921 1.32945 0.04415 -1.4241 3.7753 0.5537 -0.1990
C -1.26826 0.00386 0.01770 -2.1218 1.0088 0.9408 0.4356
C -2.75437 -0.38618 0.05483 -2.2957 -1.3293 -2.5050 -0.1461
O -3.23639 -1.53940 -0.09653 2.2826 3.4265 1.1267 -0.4940
C -0.29648 -0.95240 0.08782 0.4129 -2.1946 -0.3965 -0.3656
H 2.27571 -2.55445 -0.20644 -0.6527 -0.0818 0.2708 0.3833
H 2.62044 0.87749 -0.23011 -3.4889 0.5182 0.2797 0.2649
H 0.71980 2.79902 0.19499 -0.0260 0.0748 -0.7106 0.3517
H -1.54667 2.28533 0.28202 0.8004 -2.7856 -0.8300 0.1691
H -3.53646 0.49189 -0.14110 1.6704 -1.2051 0.9654 0.2431
H -0.63145 -2.00822 0.21183 0.5209 0.8098 -0.1763 0.4036
```
Positions in Å, forces in eV/Å.

Properties
ΔE to the lowest compared entry with this formula, charge and spin   54.62 kcal per mole
2S+1   1


| no. | calculated total energy (eV) | gap between HOMO and LUMO (eV) |
| --- | --- | --- |
| 1 | -22896.373 | 8.9447 |
| 2 | -23478.285 | 8.8488 |
| 3 | -14054.448 | 10.1687 |
| 4 | -12485.819 | 9.4096 |